# 1
C3H7N3O2 | wB97M-V/def2-TZVPD

XYZ file:
```
15
Properties=species:S:1:pos:R:3:forces:R:3
O 0.148078 2.007078 0.057484 -0.2 0.0 -0.6
O 2.280730 0.379011 0.242561 0.3 -0.3 0.5
N -1.064774 0.365850 -1.431027 -0.2 -1.0 1.0
N -2.168958 -0.361509 0.665459 0.2 -0.4 -0.4
N 0.536857 -1.409886 0.265880 2.1 0.6 -0.3
C -0.002157 0.729386 -0.493423 -0.6 -1.0 0.9
C -1.178022 -0.080559 -0.205836 -0.6 3.9 -1.0
C 1.237166 -0.147366 -0.462986 -1.8 -2.1 0.3
H 1.225060 -1.909490 0.821734 0.1 0.0 -0.1
H 1.924108 0.830237 1.022607 0.0 0.1 -0.2
H -3.109334 -0.246153 0.319861 0.1 0.0 0.1
H 0.104455 -2.085072 -0.357524 0.4 0.2 -0.3
H -1.998910 -0.199774 1.645760 0.0 -0.2 -0.2
H 0.486965 2.589288 -0.634134 0.0 0.1 0.1
H 1.578736 -0.461042 -1.456414 0.1 0.2 0.3
```
Positions in Å, forces in eV/Å.

Results
LUMO energy = 0.8 eV
HOMO-LUMO gap = 9.7 eV
SMILES = NC1=N[C@]1(O)[C@H](N)O
energy above the lowest of the compared OMol25 structures with the same formula, charge and spin = 403.7 kJ/mol
energy = -11787.12899 eV

# 2
C3H8IN | wB97M-V/def2-TZVPD

XYZ file:
```
13
Properties=species:S:1:pos:R:3:forces:R:3
I -3.412618 0.089786 0.312239 -0.2 -0.4 -0.3
N -2.220120 -1.552316 0.161917 0.6 0.3 0.9
C 0.188772 1.350253 -0.646924 0.4 0.1 -0.1
C 1.692505 -0.281795 0.293615 3.4 1.4 4.8
C 0.928496 1.050483 0.432467 -0.6 -2.3 -3.2
H 0.964029 1.693058 1.281182 -0.1 -0.1 0.8
H -1.316910 -1.178901 -0.095060 0.1 -0.2 -0.2
H 2.838167 -0.021233 0.438504 -1.9 -0.7 -0.7
H 1.569305 -0.891745 -0.541492 -0.5 -0.3 -1.7
H -2.495414 -2.312067 -0.437474 -0.5 0.3 -0.4
H 1.579262 -0.994568 1.203367 -0.3 1.3 -1.3
H 0.239009 0.970279 -1.668816 0.5 -1.2 0.6
H -0.554477 2.078762 -0.733521 -0.7 1.8 0.8
```
Positions in Å, forces in eV/Å.

Results
LUMO energy = 0.0 eV
HOMO-LUMO gap = 8.8 eV
SMILES = C=CC.NI
energy above the lowest of the compared OMol25 structures with the same formula, charge and spin = 137.1 kJ/mol
energy = -12829.13189 eV

# 3
C6H16NO | wB97M-V/def2-TZVPD

XYZ file:
```
24
Properties=species:S:1:pos:R:3:forces:R:3
O -2.026158 -2.361593 0.737949 -0.5 0.6 0.4
N -0.909895 -1.007755 -1.254776 -0.4 1.6 -0.3
C 1.462732 -1.686657 -0.749516 0.5 -1.5 0.2
C 0.954372 0.752720 -0.992321 0.1 0.2 1.6
C 0.453021 -0.617117 -0.570602 -2.1 -1.1 0.8
C 0.399970 1.975780 -0.192220 -1.1 -0.4 -0.3
C 0.190555 1.780918 1.238946 2.8 -1.7 0.6
C -0.273044 2.616648 2.233125 -1.5 2.2 -0.1
H -1.618168 -1.360746 -0.557813 1.0 -0.7 -0.3
H 1.107980 2.834698 -0.229635 -0.4 0.0 -0.4
H 0.755300 0.937092 1.671744 -0.5 -0.1 -0.2
H 2.018952 0.695309 -0.755989 0.1 0.2 -0.4
H 2.165250 -1.665275 0.086652 0.1 0.3 -0.1
H -1.326105 -0.131712 -1.585785 0.0 -0.2 -0.4
H 0.989070 -2.674792 -0.624849 0.2 0.3 -0.4
H 0.832576 0.877125 -2.064445 0.1 0.2 -0.1
H -2.075950 -3.275305 1.019631 0.2 -0.6 -0.1
H 0.063215 -0.789156 0.462366 0.8 1.0 -0.3
H -0.038831 2.589849 3.289422 0.4 -0.6 0.0
H -0.920065 3.464025 1.989074 0.0 -0.2 -0.1
H 2.047869 -1.644202 -1.667863 -0.2 0.0 -0.1
H -0.577621 2.300992 -0.592622 0.3 0.6 -0.2
H -2.798598 -1.973546 1.168642 -0.1 0.0 0.1
H -0.876427 -1.637299 -2.059116 0.3 -0.1 0.1
```
Positions in Å, forces in eV/Å.

Results
LUMO energy (spin up / spin down) = -8.6 / -12.2 eV
HOMO-LUMO gap (spin up / spin down) = 10.9 / 7.2 eV
charge = +2
spin multiplicity = 2
energy above the lowest of the compared OMol25 structures with the same formula, charge and spin = 121.3 kJ/mol
energy = -9999.33184 eV

# 4
C17H36ClFO5S | wB97M-V/def2-TZVPD

XYZ file:
```
61
Properties=species:S:1:pos:R:3:forces:R:3
Cl -4.666331 -1.123162 3.025633 -0.5 0.2 0.0
S 0.724843 -3.112734 2.681895 0.0 0.1 0.1
F 3.358005 -3.172295 0.371940 0.4 0.2 0.0
O -0.512548 -2.704463 1.749458 0.6 0.0 -0.1
O -5.910266 -1.839371 3.138882 0.3 0.1 0.0
O -3.745281 -1.565991 4.050978 0.4 -0.1 0.1
O -4.072713 -1.385919 1.724607 0.3 -0.1 0.0
O -4.893737 0.296141 3.158488 0.1 -0.1 0.0
C -0.022836 0.791508 1.989333 0.5 0.5 -0.2
C -3.085595 -0.377139 -1.018844 0.3 -0.1 0.1
C -0.779174 0.452348 -2.070441 0.0 -0.4 0.0
C 0.719205 0.669983 3.333688 -0.3 -0.1 0.2
C 1.589644 -4.182686 1.540355 -0.3 0.1 -0.2
C 1.160397 -0.714133 3.838594 0.2 0.0 0.0
C -1.576925 -0.138602 -0.910689 -0.2 0.3 0.2
C 1.772305 -1.656985 2.781047 0.1 0.0 0.0
C 1.421662 2.309598 0.344326 -0.1 0.3 0.0
C 1.864044 2.910774 -2.194969 -0.3 0.5 0.0
C 2.029334 -3.499674 0.247515 -0.2 -0.1 0.0
C 1.241661 1.056489 -3.886724 0.3 0.2 -0.5
C 0.268661 2.191461 1.377781 0.1 0.0 0.1
C -0.026150 0.454547 -4.496210 0.1 -0.5 0.0
C 0.935466 2.981712 -0.958139 0.1 -0.1 0.3
C 1.116418 2.540463 -3.488791 0.5 -0.1 0.0
C -0.881763 -0.251840 -3.426374 -0.1 0.1 0.0
H 0.276380 0.365948 -1.763014 -0.4 0.3 0.1
H 1.561830 0.444067 -3.035992 0.1 0.1 -0.2
H 2.275173 3.916102 -2.337693 0.2 -0.2 0.1
H -0.966988 1.527712 -2.192001 -0.4 -0.5 -0.1
H -3.418361 -0.808637 -1.966338 0.1 0.0 0.0
H 0.511946 2.851700 2.217821 -0.3 0.0 -0.1
H 2.195416 2.950658 0.779287 0.2 -0.2 -0.1
H -3.645119 0.541758 -0.822635 0.0 -0.1 -0.2
H 1.544595 3.115019 -4.317150 -0.2 0.1 0.1
H 2.455569 -4.544625 2.106465 -0.1 0.0 -0.1
H 1.476195 -2.580060 0.045346 -0.1 -0.1 0.0
H -1.918162 -0.320690 -3.774729 0.1 0.0 0.1
H -0.610504 1.205622 -5.041368 0.1 0.0 0.2
H -0.515874 -1.284782 -3.334414 -0.1 0.1 0.1
H 0.793020 4.041278 -0.723585 -0.2 -0.1 0.0
H 0.041774 1.048166 4.107797 0.2 0.1 -0.1
H 1.582179 1.342852 3.340470 0.0 -0.2 -0.1
H 0.274567 0.028961 1.255809 0.0 0.0 0.2
H -0.999520 -1.955645 2.135612 -0.6 0.1 0.1
H 0.907362 -5.018427 1.360928 0.1 0.1 0.1
H 1.893273 -1.198595 1.795376 -0.1 -0.1 0.1
H 0.261499 -0.301358 -5.235560 -0.1 0.1 0.0
H -0.643839 2.589476 0.927032 0.0 -0.1 0.0
H -1.105497 0.720481 2.122104 0.1 -0.3 0.2
H -3.315957 -1.067636 -0.204079 -0.4 0.2 -0.3
H 0.339304 -1.229349 4.353417 0.0 0.1 -0.1
H 1.925173 -0.556654 4.604856 -0.2 -0.1 0.0
H 1.910317 -4.167635 -0.604504 0.0 -0.1 0.0
H 2.719743 2.245307 -2.038237 -0.1 0.0 0.0
H 2.747806 -2.064007 3.074890 -0.1 0.0 0.1
H 1.895802 1.344110 0.126509 -0.2 0.0 0.0
H -0.057357 2.575279 -1.183475 0.5 0.3 0.1
H 2.059182 0.994125 -4.615366 -0.1 -0.1 0.1
H -1.094484 -1.079411 -0.611979 0.0 0.0 -0.1
H 0.071746 2.851409 -3.396108 0.1 -0.1 -0.1
H -1.456513 0.547452 -0.058826 0.1 -0.3 -0.2
```
Positions in Å, forces in eV/Å.

Results
LUMO energy = -1.1 eV
HOMO-LUMO gap = 7.3 eV
energy = -54514.85599 eV

# 5
C2H6N4O | wB97M-V/def2-TZVPD

XYZ file:
```
13
Properties=species:S:1:pos:R:3:forces:R:3
O 0.170936 0.429118 -0.758584 -0.7 -0.3 -0.3
N 0.386567 0.188583 2.370956 0.1 0.0 0.3
N 0.608950 -1.692930 0.952447 0.0 -0.4 -0.1
N -2.162807 1.016608 -1.321445 -0.2 0.0 -0.1
N 0.859212 0.869382 -1.919711 -0.3 0.5 0.3
C 0.170954 -0.538168 1.412095 -0.4 0.7 0.0
C -1.318996 0.538491 -0.634693 1.6 -0.4 0.6
H 0.741473 1.882730 -1.910926 0.1 -0.1 -0.2
H 1.008157 -2.368426 1.592252 0.0 0.1 -0.2
H 0.655402 -1.816538 -0.046492 0.0 -0.1 0.2
H -0.180574 1.001576 2.573948 -0.1 -0.2 0.0
H -1.324407 -0.029030 0.439406 0.2 0.3 -0.6
H 0.385133 0.518605 -2.749254 -0.2 -0.1 0.2
```
Positions in Å, forces in eV/Å.

Results
LUMO energy (spin up / spin down) = -0.4 / -1.2 eV
HOMO-LUMO gap (spin up / spin down) = 8.5 / 6.5 eV
energy above the lowest of the compared OMol25 structures with the same formula, charge and spin = 681.6 kJ/mol
energy = -10172.99713 eV

# 6
C18H31AsBF5N6O2PdTe | wB97M-V/def2-TZVPD

XYZ file:
```
66
Properties=species:S:1:pos:R:3:forces:R:3
Te 0.697871 0.878151 3.692514 0.0 -0.2 0.2
Pd -0.223231 0.428100 0.487697 0.2 -0.3 -0.5
As 1.137365 3.537497 0.743485 0.2 0.3 0.4
F -0.760839 -0.172833 4.649876 0.1 0.2 -0.1
F 1.040399 1.887225 5.507048 0.1 -0.1 0.0
F -0.808151 3.498597 0.738300 -0.2 0.0 0.0
F 1.757347 -0.443465 4.548500 -0.1 0.1 -0.1
F 2.527594 1.525822 3.157991 -0.1 0.0 0.0
O 0.603673 -0.277999 2.180762 -0.2 0.3 -0.1
O 1.130202 1.928709 0.226775 0.0 -0.4 -0.2
N -0.946244 -0.913493 -2.123159 0.1 -0.1 -0.1
N -0.804067 0.335517 -1.610651 -0.2 0.1 0.4
N -1.633593 -0.983103 0.682946 -0.1 0.0 0.2
N -1.619531 -2.119683 -0.044248 -0.1 0.0 0.0
N 0.788385 -2.304703 -0.910923 0.0 0.0 -0.2
N 1.582259 -1.208496 -0.915266 0.1 0.0 -0.1
C 3.120781 3.615857 0.688831 -0.1 0.1 0.0
C -0.947181 2.663460 -2.317814 0.0 -0.1 0.0
C -2.997497 0.149639 2.387011 0.0 0.0 0.1
C -2.678181 -2.877816 0.306725 0.0 0.0 0.0
C 2.703666 -2.935399 -0.032583 0.0 0.0 0.0
C 3.787140 -0.538264 -0.134288 0.0 0.0 0.0
C 1.442733 -3.364228 -0.384559 0.0 0.0 0.1
C 2.729553 -1.565513 -0.371465 0.0 0.0 0.0
C -1.446163 -2.025478 -4.307245 0.0 0.0 0.0
C -3.375184 -2.201625 1.288905 -0.1 0.0 0.0
C 0.790238 -4.690617 -0.178400 0.0 0.0 0.0
C 0.844862 5.042182 -0.486580 0.1 -0.1 0.0
C -1.252622 -0.831376 -3.431302 0.0 0.1 0.0
C 0.968178 4.206651 2.563070 0.0 0.0 -0.2
C -1.328028 0.506988 -3.766912 0.0 -0.1 0.0
C -2.986493 -4.208941 -0.296780 0.0 0.0 0.0
C -2.686544 -0.992399 1.485821 0.1 -0.2 -0.1
C -1.040001 1.200523 -2.579643 0.1 0.1 0.0
B -0.692890 -2.198426 -1.292453 0.0 0.0 0.1
H -2.660873 1.084921 1.934902 0.0 0.0 0.0
H 1.739164 5.246629 -1.076188 0.0 0.0 0.0
H -0.269734 2.806393 -1.481147 -0.1 0.0 0.0
H -1.549899 0.923791 -4.736279 0.0 0.0 0.0
H -4.001127 -4.498526 -0.022832 0.0 0.0 0.0
H -0.571025 3.193152 -3.195011 0.0 0.0 0.0
H 3.485217 2.850195 1.373028 0.0 0.0 0.0
H -2.475540 0.027094 3.337360 0.1 0.0 0.1
H -0.012512 4.847094 -1.122642 0.0 0.0 0.0
H -1.913913 3.086149 -2.036714 0.0 0.0 0.0
H -0.075229 4.212489 2.854844 0.0 0.0 0.0
H -4.072301 0.207522 2.570989 0.0 0.0 0.0
H 3.462568 3.403999 -0.325904 0.0 0.0 0.0
H 4.613324 -0.622079 -0.847427 0.0 0.0 0.0
H 4.189393 -0.633562 0.875194 0.0 0.0 0.0
H 1.362389 5.227152 2.535206 0.0 0.0 0.0
H -1.724434 -1.696016 -5.308573 0.0 0.0 0.0
H 0.613918 5.904334 0.140315 0.0 0.0 0.0
H 0.432430 -5.122872 -1.116865 0.0 0.0 0.0
H -0.531838 -2.617080 -4.377082 0.0 0.0 0.0
H -0.065844 -4.597373 0.493709 0.0 0.0 0.0
H -2.231187 -2.679545 -3.925512 0.0 0.0 0.0
H 3.332468 0.449628 -0.216729 0.0 0.0 0.0
H -1.038561 -3.165142 -1.924472 0.0 0.0 -0.1
H -2.910155 -4.185856 -1.383463 0.0 0.0 0.0
H -4.269316 -2.532229 1.791997 0.0 0.0 0.0
H 1.569688 3.606851 3.239678 0.1 0.0 0.0
H 3.467280 -3.514515 0.463085 0.0 0.0 0.0
H 1.499818 -5.382862 0.274637 0.0 0.0 0.0
H 3.485516 4.601966 0.996438 0.0 0.0 0.0
H -2.305485 -4.982765 0.063473 0.0 0.0 0.0
```
Positions in Å, forces in eV/Å.

Results
LUMO energy = 4.2 eV
HOMO-LUMO gap = 6.2 eV
charge = -2
energy above the lowest of the compared OMol25 structures with the same formula, charge and spin = 0.0 kJ/mol
energy = -118085.78562 eV

# 7
C5H9N | wB97M-V/def2-TZVPD

XYZ file:
```
15
Properties=species:S:1:pos:R:3:forces:R:3
N 2.574683 -1.197767 -0.560168 -0.6 0.5 0.8
C -0.427953 1.533653 -0.317336 0.0 0.0 0.0
C -0.827463 -0.938808 -0.736919 -0.1 0.0 -0.1
C -0.511792 0.137915 0.304510 0.0 0.0 0.0
C 0.789241 -0.193522 1.077543 0.0 0.0 0.1
C 1.823184 -0.737304 0.189755 0.7 -0.4 -0.7
H -1.348326 1.772857 -0.860874 0.1 -0.1 0.1
H -0.292275 2.301960 0.453720 0.0 -0.1 -0.1
H -1.318131 0.150411 1.048453 0.1 0.0 -0.1
H 0.408117 1.607435 -1.023091 -0.1 0.0 0.1
H -1.137827 -1.882829 -0.273231 0.1 0.2 0.0
H 0.051745 -1.148125 -1.354752 -0.2 0.1 0.0
H 1.190066 0.704276 1.560312 -0.1 -0.1 0.0
H -1.626228 -0.598051 -1.401221 0.0 -0.1 0.1
H 0.602779 -0.931396 1.864917 0.0 0.0 -0.1
```
Positions in Å, forces in eV/Å.

Results
LUMO energy = 0.9 eV
HOMO-LUMO gap = 12.3 eV
SMILES = CC(C)CC#N
energy above the lowest of the compared OMol25 structures with the same formula, charge and spin = 9.3 kJ/mol
energy = -6820.89814 eV

# 8
H6N2 | wB97M-V/def2-TZVPD

XYZ file:
```
8
Properties=species:S:1:pos:R:3:forces:R:3
N 1.747308 -0.098577 -0.098390 1.0 0.5 1.3
N -1.666229 -0.065415 0.065519 -1.3 0.5 0.7
H -2.277389 0.612347 0.581127 0.6 -1.0 -0.6
H 0.944027 -0.197328 0.502041 -0.6 -0.7 0.2
H -2.273273 -0.595518 -0.568830 0.2 0.2 0.4
H -1.107794 0.520625 -0.523152 0.4 0.3 -0.5
H 2.531974 -0.063245 0.609184 -0.9 0.0 -1.2
H 1.614910 0.871060 -0.370274 0.4 0.2 -0.4
```
Positions in Å, forces in eV/Å.

Results
LUMO energy = 1.0 eV
HOMO-LUMO gap = 11.4 eV
SMILES = N.N
energy above the lowest of the compared OMol25 structures with the same formula, charge and spin = 15.9 kJ/mol
energy = -3077.55708 eV